{
  "formula": "C36H69B2FN15O35P",
  "method": "the ωB97M-V functional and the def2-TZVPD basis",
  "fmax_ev_per_a": 2.98,
  "orbital_gap_ev": 7.55,
  "total_energy_ha": -5357.68613,
  "de_lowest_kcal_mol": 0.0,
  "e_lumo_ev": -1.096,
  "total_charge": 0,
  "symbols": ["P", "F", "O", "O", "O", "O", "O", "O", "O", "O", "O", "O", "O", "O", "O", "O", "O", "O", "O", "O", "O", "O", "O", "O", "O", "O", "O", "O", "O", "O", "O", "O", "O", "O", "O", "O", "O", "N", "N", "N", "N", "N", "N", "N", "N", "N", "N", "N", "N", "N", "N", "N", "C", "C", "C", "C", "C", "C", "C", "C", "C", "C", "C", "C", "C", "C", "C", "C", "C", "C", "C", "C", "C", "C", "C", "C", "C", "C", "C", "C", "C", "C", "C", "C", "C", "C", "C", "C", "B", "B", "H", "H", "H", "H", "H", "H", "H", "H", "H", "H", "H", "H", "H", "H", "H", "H", "H", "H", "H", "H", "H", "H", "H", "H", "H", "H", "H", "H", "H", "H", "H", "H", "H", "H", "H", "H", "H", "H", "H", "H", "H", "H", "H", "H", "H", "H", "H", "H", "H", "H", "H", "H", "H", "H", "H", "H", "H", "H", "H", "H", "H", "H", "H", "H", "H", "H", "H", "H", "H"],
  "positions_angstrom": [[-7.7835, 2.3067, 0.8483], [-2.4987, 3.9105, -0.5070], [-7.1236, -0.4226, -2.2046], [-0.5567, -7.6608, 5.1920], [-1.9034, -1.6153, -1.9530], [-9.9979, 6.2867, 4.8788], [-2.1332, 9.2374, -4.5811], [-0.2094, 7.2323, 0.8818], [0.0319, -6.1728, 3.7492], [7.2596, -2.1990, 3.7468], [1.1128, -0.8030, -0.5643], [5.0474, -0.1475, -6.9840], [7.4572, 1.1314, -1.6217], [-5.1638, 2.4467, 2.1980], [-3.8192, -2.2471, 2.8306], [-6.9518, 2.9609, -0.1844], [-0.8189, -2.5829, 2.8055], [4.2254, -7.2461, 7.7947], [-2.9698, -4.1557, -3.1355], [6.8666, -3.0977, 5.6663], [-1.4896, 7.1857, -4.7243], [-1.2174, -4.2394, -4.3886], [7.5231, -3.7366, -4.6813], [9.2123, 1.1664, -2.8725], [3.8662, -5.4226, 6.7048], [5.1799, -2.2645, -6.6028], [8.0610, -1.9330, -5.7327], [-9.4537, 8.1058, 3.8590], [11.7931, -3.4454, -6.5801], [5.5711, 1.8499, 1.8128], [-7.8000, 3.2576, 2.1793], [-1.7046, 0.5184, -2.1459], [-9.3449, 2.2656, 0.3407], [4.6801, -0.0759, 2.1796], [12.2414, -5.2714, -5.5298], [-1.2121, 8.8146, -0.1745], [-7.3332, -2.5584, -2.0039], [12.5186, -4.1593, -5.9149], [0.3433, 2.4292, -1.1528], [-2.3767, -4.4895, -4.1387], [4.5391, -6.1389, 7.4204], [-2.3485, -0.4928, -1.9580], [-0.3332, -6.5209, 4.8542], [5.5293, 0.6462, 1.6927], [-2.0780, 8.0942, -4.1786], [-9.4283, 6.9028, 4.0019], [4.7785, -1.1486, -6.3554], [-0.2566, 8.3460, 0.4078], [8.0615, 0.8760, -2.6497], [6.5342, -2.7318, 4.5576], [8.0420, -3.1412, -5.6004], [-7.7701, -1.4272, -2.0037], [1.3143, 0.6894, 3.0732], [5.1198, -2.9560, 4.1566], [-2.3686, -3.7983, -0.1850], [-7.2223, 0.6089, 1.1984], [6.5943, 0.0033, 0.8825], [8.7141, -3.9384, -6.6559], [-3.1275, -5.2745, -5.1553], [-9.2231, -1.2661, -1.7317], [-5.8987, 0.3248, 1.5531], [-4.0428, -1.2917, 2.1360], [-3.4049, 1.0345, 1.4106], [5.8562, -5.6180, 7.8773], [-2.5422, 4.3893, 1.8722], [-3.0922, 5.8078, 1.5314], [-2.7865, 7.7720, -2.9110], [-6.4276, -2.0585, 1.6578], [-8.6312, 6.1221, 3.0169], [-0.0861, 2.6306, 0.2294], [-3.8052, -0.3353, -1.7032], [-2.9556, 3.4473, 0.7220], [-8.1813, -0.4240, 1.0889], [-3.0219, -0.3273, 1.6237], [-5.4957, -1.0138, 1.7620], [13.8559, -3.6275, -5.5407], [-1.0042, -3.2599, 0.3624], [-7.7598, -1.7418, 1.3411], [3.8800, -1.0076, -5.1767], [-0.5241, -5.4630, 5.8819], [-1.1575, 1.6520, 0.6828], [-2.5095, 2.0067, 0.9487], [0.9546, 9.1964, 0.5544], [7.3220, 0.1467, -3.7142], [-1.6954, -0.6811, 1.3328], [1.8578, 0.0855, 1.7461], [-4.8295, 1.3789, 1.7443], [-0.7621, 0.3062, 0.8755], [-1.1810, -2.1788, 1.5189], [0.7540, -0.1548, 0.6217], [-6.1595, -3.0935, 1.8412], [-4.0501, 0.7209, -1.7349], [-0.2888, -4.5022, 5.4369], [7.8410, -0.7840, -3.9021], [-4.1409, -5.4205, -4.7991], [13.9066, -3.6080, -4.4561], [-2.1462, -4.4212, -1.0515], [1.7760, 8.6799, 0.0665], [7.5479, 0.2320, 1.3488], [-3.1178, -4.7048, -6.0800], [2.5951, 0.8010, 1.3572], [0.7627, 10.1541, 0.0844], [4.6844, -1.9847, 3.9349], [1.1433, 9.3142, 1.6175], [0.3075, 0.3586, 3.3439], [6.4163, -1.0666, 0.8721], [-0.4099, -2.9096, -0.4891], [6.6209, -6.2995, 7.5165], [-2.2925, 6.4152, 1.0875], [0.7770, 2.5052, 0.9080], [-1.4593, 4.3810, 2.0157], [-2.8487, -4.4671, 0.5425], [-0.4736, -4.1395, 0.7694], [8.2178, -3.7150, -7.5966], [1.4047, -1.6822, -0.2963], [-0.2915, 1.8338, -1.6599], [-3.8731, 5.7115, 0.7639], [7.3159, 0.7750, -4.6005], [6.3129, -0.0372, -3.3621], [-7.3834, 2.7874, 2.9142], [9.7611, -3.6356, -6.6795], [1.9671, 0.4120, 3.9145], [3.0063, -1.6274, -5.3551], [-7.6037, 6.4684, 3.0791], [-3.2607, 8.6732, -2.5408], [6.5378, 0.4211, -0.1260], [4.5970, -3.4406, 4.9746], [-4.3399, -0.8809, -2.4751], [0.4920, 3.2994, -1.6365], [2.4093, -0.8430, 1.9467], [-8.7007, 5.0740, 3.2678], [3.6018, 0.0354, -5.0756], [4.4292, -1.3517, -4.3051], [-1.5621, -5.4994, 6.1997], [-3.0933, 4.0241, 2.7464], [-9.8694, 2.7943, 0.9549], [-9.4649, -0.2094, -1.7628], [-9.7615, -1.8126, -2.5005], [-0.9841, -3.5337, 2.7925], [-9.4172, -1.6818, -0.7472], [-3.5576, 6.2901, 2.3954], [-2.6162, -6.2249, -5.2769], [-4.0469, 3.5177, 0.6599], [1.3868, 1.7827, 3.0123], [13.9588, -2.6304, -5.9531], [-3.5251, 7.0071, -3.1338], [0.1457, -5.6818, 6.7086], [-9.0488, 6.3140, 2.0327], [-4.0078, -0.7512, -0.7194], [14.6012, -4.2999, -5.9551], [5.8375, -5.5901, 8.9629], [5.9969, -4.6250, 7.4645], [-8.5120, -2.5253, 1.2817], [5.1292, -3.5894, 3.2742], [-9.2178, -0.2263, 0.8404], [-0.3918, 3.6764, 0.3544], [8.6197, -4.9893, -6.4072], [-2.0468, 7.4068, -2.2056], [-3.0289, -2.9903, -0.5087]]
}